{
  "formula": "C6H23LiNO5",
  "method": "the ωB97M-V functional and the def2-TZVPD basis",
  "species": ["Li", "C", "C", "O", "H", "H", "H", "H", "H", "H", "O", "H", "H", "O", "H", "H", "O", "H", "H", "C", "C", "C", "O", "C", "N", "H", "H", "H", "H", "H", "H", "H", "H", "H", "H", "H"],
  "coordinates": [[-13.90, -4.70, -5.50], [-17.26, -1.39, -5.73], [-16.67, -2.44, -4.80], [-16.75, -2.08, -3.43], [-16.77, -0.43, -5.59], [-18.33, -1.28, -5.56], [-17.14, -1.70, -6.77], [-15.61, -2.57, -5.01], [-17.18, -3.39, -5.00], [-17.60, -2.33, -3.07], [-12.92, -3.18, -4.66], [-12.94, -2.88, -3.75], [-12.26, -2.63, -5.10], [-14.69, -4.42, -7.31], [-15.60, -4.31, -7.60], [-14.15, -4.31, -8.10], [-15.14, -5.26, -4.08], [-15.11, -5.03, -3.14], [-16.07, -5.30, -4.29], [-12.15, -7.48, -4.20], [-12.42, -7.37, -5.69], [-13.78, -7.90, -6.07], [-13.81, -9.27, -5.79], [-14.82, -9.96, -6.49], [-12.34, -5.93, -6.10], [-12.26, -8.52, -3.87], [-12.84, -6.86, -3.63], [-11.13, -7.16, -3.97], [-11.65, -7.94, -6.21], [-13.99, -7.70, -7.14], [-14.56, -7.37, -5.49], [-14.66, -9.91, -7.57], [-15.82, -9.56, -6.26], [-14.79, -11.00, -6.17], [-12.37, -5.92, -7.12], [-11.38, -5.64, -5.93]],
  "lowdin_charge": [0.641, -0.070, -0.347, -0.063, 0.082, 0.080, 0.070, 0.081, 0.102, 0.091, -0.082, 0.073, 0.071, -0.077, 0.071, 0.069, -0.079, 0.082, 0.063, -0.037, -0.401, -0.238, -0.169, -0.097, -0.017, 0.090, 0.072, 0.085, 0.149, 0.130, 0.117, 0.093, 0.092, 0.095, 0.082, 0.094],
  "orbital_gap_ha": 0.3512,
  "total_charge": 1,
  "fmax_ha_per_bohr": 0.0155,
  "homo_ev": -12.6,
  "e_above_lowest_kj_mol": 0.0,
  "lumo_ev": -3.06
}